{"formula": "C5H12NOP", "method": "ωB97M-V with the def2-TZVPD basis set", "elements": ["C", "C", "C", "C", "C", "N", "O", "P", "H", "H", "H", "H", "H", "H", "H", "H", "H", "H", "H", "H"], "xyz": [[-1.316, 0.374, -0.131], [-0.408, -0.780, 0.067], [0.196, -1.033, 1.425], [-0.541, -1.986, -0.733], [1.695, 2.241, -0.370], [-0.922, 1.277, -1.185], [1.164, 1.201, -2.934], [0.826, 1.071, -1.509], [-2.472, 0.189, -0.318], [-1.127, 1.077, 0.711], [-0.368, -1.823, 1.914], [0.098, -0.170, 2.088], [1.205, -1.357, 1.417], [0.374, -2.578, -0.699], [-0.750, -1.563, -1.862], [-1.309, -2.612, -0.343], [2.764, 2.151, -0.591], [1.298, 3.266, -0.475], [1.328, 1.925, 0.617], [-1.517, 1.234, -1.995]], "energy_ev": -18203.8438, "homo_lumo_gap_ev": [7.3718, 7.6413], "lumo_energy_ha": [-0.015, -0.001], "relative_energy_kcal_mol": 29.07, "total_charge": 0}

{"formula": "C4H18NO4", "method": "ωB97M-V with the def2-TZVPD basis set", "elements": ["C", "C", "C", "C", "O", "N", "H", "H", "H", "H", "H", "H", "H", "H", "H", "H", "H", "H", "H", "H", "O", "H", "H", "O", "H", "H", "O"], "xyz": [[-1.541, 0.341, 1.755], [-0.604, -0.578, 1.008], [-0.004, -0.091, -0.342], [-1.006, 0.761, -1.155], [0.421, -1.243, -1.008], [-1.346, -1.878, 0.697], [-1.922, 0.047, 2.725], [-1.276, 1.412, 1.581], [-2.407, 0.547, 1.115], [0.203, -0.817, 1.699], [0.807, 0.623, -0.126], [-1.708, 0.198, -1.775], [-1.608, 1.439, -0.554], [-0.370, 1.394, -1.770], [0.767, -1.058, -1.907], [-0.640, -2.509, 0.229], [-1.829, -2.289, 1.530], [-2.016, -1.735, -0.076], [2.763, -2.060, 2.176], [3.098, -2.200, 0.697], [3.411, -1.823, 1.515], [1.302, 3.743, 0.668], [-0.099, 3.929, 1.144], [0.475, 3.294, 0.686], [2.360, 0.532, -3.407], [1.245, -0.143, -3.982], [1.520, 0.164, -3.125]], "energy_ev": -14116.3191, "homo_lumo_gap_ev": [3.0467, 10.5245], "lumo_energy_ha": [0.005, 0.001], "multiplicity": 2, "total_charge": 0}

{"formula": "C2H8S2Si", "method": "ωB97M-V with the def2-TZVPD basis set", "elements": ["C", "C", "Si", "S", "S", "H", "H", "H", "H", "H", "H", "H", "H"], "xyz": [[1.632, -1.141, -1.083], [-2.003, -0.166, 0.673], [-2.231, 1.315, -0.521], [-1.497, -1.662, 0.178], [1.881, 0.336, -0.023], [0.584, -1.324, -1.076], [2.068, -1.946, -0.549], [2.195, -0.799, -2.088], [-2.062, -0.039, 1.867], [-3.482, 2.117, -0.280], [-1.823, 0.917, -1.940], [-1.297, 2.387, -0.090], [1.346, -0.179, 1.138]], "smiles": "[SiH3]C=S.CS", "energy_ev": -31749.3119, "homo_lumo_gap_ev": 7.8496, "lumo_energy_ha": -0.036, "relative_energy_kcal_mol": 93.03, "total_charge": 0}

{"formula": "C29H54N3OP2V", "method": "ωB97M-V with the def2-TZVPD basis set", "elements": ["C", "C", "C", "C", "C", "H", "H", "H", "N", "P", "P", "C", "H", "H", "C", "O", "C", "H", "C", "C", "C", "C", "C", "H", "H", "H", "C", "H", "H", "H", "C", "H", "H", "H", "C", "H", "H", "H", "C", "H", "H", "H", "C", "H", "H", "H", "C", "H", "H", "H", "C", "H", "H", "H", "C", "H", "H", "H", "C", "H", "H", "H", "C", "H", "H", "H", "C", "H", "H", "H", "V", "N", "C", "C", "C", "C", "C", "H", "H", "H", "H", "H", "H", "H", "H", "H", "N", "H", "H", "H"], "xyz": [[0.159, 2.501, -0.900], [-1.908, 1.368, -1.081], [-0.245, 3.489, -1.790], [-2.139, 2.108, -2.267], [-1.389, 3.242, -2.545], [0.383, 4.362, -1.984], [-3.020, 1.846, -2.840], [-1.633, 3.876, -3.377], [-0.630, 1.462, -0.527], [2.398, 1.118, 0.292], [-2.387, -0.356, 1.007], [1.556, 2.639, -0.272], [2.238, 3.122, -0.984], [1.498, 3.323, 0.592], [1.238, -1.061, 1.837], [1.923, -1.623, 2.621], [-2.947, 0.594, -0.421], [-3.763, 0.231, -1.083], [-2.510, -2.376, 1.333], [-3.746, 0.620, 2.044], [3.335, 0.535, -1.262], [3.733, 1.719, 1.555], [-1.156, -3.089, 1.477], [-0.583, -2.754, 2.349], [-1.356, -4.171, 1.601], [-0.516, -2.980, 0.593], [-3.316, -2.710, 2.586], [-2.827, -2.318, 3.488], [-4.351, -2.350, 2.541], [-3.360, -3.810, 2.684], [-3.174, -2.917, 0.084], [-3.375, -3.995, 0.182], [-4.112, -2.414, -0.183], [-2.461, -2.799, -0.736], [-3.631, 0.368, 3.555], [-2.594, 0.161, 3.855], [-3.960, 1.262, 4.115], [-4.261, -0.467, 3.888], [-3.617, 2.139, 1.782], [-2.600, 2.520, 1.957], [-3.906, 2.410, 0.758], [-4.291, 2.676, 2.478], [-5.077, 0.103, 1.445], [-5.054, 0.077, 0.342], [-5.316, -0.910, 1.797], [-5.916, 0.769, 1.714], [4.690, 0.550, 1.858], [5.366, 0.852, 2.677], [4.137, -0.341, 2.192], [5.321, 0.279, 1.001], [3.059, 2.130, 2.876], [2.332, 2.944, 2.744], [2.587, 1.279, 3.388], [3.842, 2.512, 3.554], [4.525, 2.949, 1.073], [3.867, 3.764, 0.740], [5.115, 3.325, 1.924], [5.241, 2.729, 0.276], [2.395, 0.705, -2.469], [2.223, 1.768, -2.698], [2.849, 0.243, -3.363], [1.422, 0.225, -2.303], [3.698, -0.957, -1.079], [2.810, -1.597, -1.072], [4.326, -1.276, -1.930], [4.257, -1.138, -0.151], [4.630, 1.294, -1.583], [4.457, 2.373, -1.689], [5.428, 1.109, -0.854], [5.005, 0.929, -2.555], [0.209, -0.136, 0.610], [0.500, -1.542, -0.872], [0.788, -2.307, -1.771], [-0.046, -2.711, -3.075], [-1.457, -2.119, -2.963], [0.477, -1.963, -4.289], [-0.206, -4.219, -3.207], [-2.020, -2.574, -2.160], [-1.410, -1.051, -2.703], [-2.010, -2.256, -3.907], [1.571, -1.938, -4.382], [0.017, -2.342, -5.219], [0.196, -0.913, -4.157], [-0.858, -4.427, -4.076], [0.742, -4.794, -3.234], [-0.753, -4.597, -2.328], [-0.123, 1.241, 2.477], [-0.063, 2.235, 2.239], [0.566, 1.108, 3.232], [-1.035, 1.115, 2.928]], "energy_ev": -81725.2437, "homo_lumo_gap_ev": [5.7277, 5.1456], "lumo_energy_ha": [-0.121, -0.143], "multiplicity": 4, "total_charge": 1}

{"formula": "C24H72BF4N6O9", "method": "ωB97M-V with the def2-TZVPD basis set", "elements": ["B", "F", "F", "F", "F", "C", "C", "C", "O", "C", "N", "H", "H", "H", "H", "H", "H", "H", "H", "H", "H", "H", "C", "C", "C", "O", "C", "N", "H", "H", "H", "H", "H", "H", "H", "H", "H", "H", "H", "C", "C", "C", "O", "C", "N", "H", "H", "H", "H", "H", "H", "H", "H", "H", "H", "H", "C", "C", "C", "O", "C", "N", "H", "H", "H", "H", "H", "H", "H", "H", "H", "H", "H", "C", "C", "C", "O", "C", "N", "H", "H", "H", "H", "H", "H", "H", "H", "H", "H", "H", "C", "C", "C", "O", "C", "N", "H", "H", "H", "H", "H", "H", "H", "H", "H", "H", "H", "O", "H", "H", "O", "H", "H", "O", "H", "H"], "xyz": [[-4.322, 11.080, 15.817], [-3.877, 10.478, 17.020], [-3.926, 10.286, 14.751], [-5.716, 11.196, 15.897], [-3.847, 12.379, 15.578], [-3.482, 4.831, 14.864], [-2.436, 5.254, 13.832], [-2.663, 6.713, 13.369], [-3.847, 6.749, 12.583], [-4.234, 8.099, 12.343], [-1.095, 5.131, 14.460], [-3.414, 3.744, 14.964], [-4.474, 4.974, 14.429], [-3.305, 5.361, 15.796], [-2.514, 4.615, 12.951], [-1.816, 7.019, 12.752], [-2.707, 7.301, 14.291], [-5.089, 8.069, 11.660], [-3.433, 8.591, 11.788], [-4.647, 8.561, 13.241], [-1.208, 4.465, 15.220], [-0.911, 5.976, 15.002], [-8.149, 7.149, 13.189], [-7.789, 6.616, 14.548], [-6.673, 7.426, 15.170], [-6.278, 6.872, 16.412], [-5.120, 7.481, 16.917], [-8.955, 6.781, 15.432], [-9.044, 6.673, 12.775], [-7.381, 6.963, 12.435], [-8.411, 8.209, 13.229], [-7.456, 5.572, 14.520], [-6.842, 8.508, 15.150], [-5.792, 7.266, 14.528], [-5.197, 8.558, 17.053], [-4.253, 7.370, 16.249], [-4.744, 6.979, 17.807], [-8.743, 6.385, 16.344], [-9.694, 6.176, 15.077], [-6.074, 10.517, 21.337], [-5.671, 10.131, 19.901], [-6.938, 9.815, 19.086], [-7.645, 8.702, 19.564], [-8.767, 8.356, 18.813], [-4.910, 11.226, 19.347], [-5.211, 10.435, 21.997], [-6.975, 10.033, 21.711], [-6.327, 11.582, 21.308], [-5.092, 9.213, 20.036], [-6.667, 9.681, 18.030], [-7.569, 10.716, 19.066], [-9.072, 7.352, 19.109], [-8.582, 8.326, 17.732], [-9.632, 9.027, 18.898], [-5.395, 12.114, 19.342], [-4.583, 11.011, 18.406], [-3.147, 17.676, 18.807], [-3.305, 17.701, 17.304], [-2.972, 16.344, 16.660], [-1.770, 15.891, 17.212], [-1.527, 14.503, 17.128], [-4.742, 18.008, 17.102], [-2.122, 17.664, 19.200], [-3.469, 16.723, 19.233], [-3.534, 18.542, 19.347], [-2.693, 18.491, 16.852], [-2.953, 16.471, 15.572], [-3.800, 15.696, 16.976], [-1.906, 14.017, 16.226], [-2.051, 14.056, 17.981], [-0.458, 14.310, 17.191], [-4.902, 18.241, 16.123], [-4.889, 18.894, 17.575], [-3.990, 13.297, 12.574], [-3.202, 11.989, 12.297], [-2.749, 12.003, 10.817], [-3.871, 12.056, 9.952], [-3.533, 11.935, 8.600], [-2.092, 11.919, 13.223], [-3.469, 14.203, 12.877], [-4.723, 13.035, 13.342], [-4.676, 13.533, 11.754], [-3.842, 11.119, 12.448], [-2.125, 11.138, 10.563], [-2.145, 12.897, 10.610], [-4.348, 12.247, 7.949], [-3.264, 10.908, 8.329], [-2.665, 12.556, 8.344], [-2.326, 11.134, 13.821], [-2.159, 12.664, 13.907], [-12.009, 10.511, 13.280], [-11.177, 11.743, 13.608], [-9.859, 11.801, 12.874], [-8.973, 10.779, 13.235], [-7.606, 11.160, 13.181], [-11.972, 12.881, 13.082], [-11.418, 9.675, 13.673], [-12.133, 10.315, 12.217], [-12.968, 10.561, 13.794], [-11.035, 11.828, 14.691], [-9.415, 12.784, 13.082], [-10.110, 11.854, 11.805], [-7.057, 10.427, 13.777], [-7.432, 12.093, 13.721], [-7.241, 11.099, 12.154], [-12.812, 12.908, 13.654], [-11.565, 13.797, 13.260], [-1.217, 11.230, 17.472], [-2.097, 11.092, 17.092], [-1.390, 11.641, 18.325], [-5.901, 13.618, 16.930], [-5.238, 13.211, 16.339], [-6.670, 13.030, 16.850], [-8.185, 12.012, 16.674], [-9.065, 11.629, 16.604], [-7.615, 11.416, 16.165]], "energy_ev": -64976.0309, "homo_lumo_gap_ev": 8.6994, "lumo_energy_ha": 0.091, "relative_energy_kcal_mol": 11.36, "total_charge": -1}

{"formula": "C35H45N4O2SeSi3Ta", "method": "ωB97M-V with the def2-TZVPD basis set", "elements": ["Ta", "C", "C", "C", "C", "C", "C", "C", "C", "C", "C", "C", "C", "C", "C", "C", "N", "H", "H", "H", "H", "H", "H", "H", "H", "H", "H", "C", "Si", "C", "C", "C", "Si", "C", "C", "C", "Si", "C", "C", "C", "C", "C", "C", "C", "N", "H", "H", "H", "H", "H", "H", "H", "H", "H", "H", "H", "H", "H", "H", "H", "H", "H", "H", "H", "H", "H", "H", "H", "H", "H", "H", "H", "H", "Se", "C", "H", "H", "C", "N", "C", "C", "C", "O", "N", "C", "O", "H", "H", "H", "H", "H"], "xyz": [[0.911, 0.876, -0.096], [-2.476, 3.921, 2.537], [-2.566, 2.985, 3.564], [-1.614, 1.993, 3.697], [-0.518, 1.864, 2.810], [-0.401, 2.866, 1.800], [-1.390, 3.841, 1.679], [0.410, 0.767, 2.899], [0.423, -0.178, 3.919], [1.462, -1.074, 4.086], [2.691, -0.754, 3.436], [3.955, -1.184, 3.867], [5.120, -0.647, 3.338], [5.058, 0.353, 2.377], [3.814, 0.770, 1.905], [2.645, 0.188, 2.370], [1.369, 0.502, 1.830], [-3.226, 4.694, 2.414], [-3.393, 3.021, 4.266], [-1.730, 1.281, 4.504], [-1.278, 4.574, 0.883], [-0.374, -0.178, 4.656], [1.458, -1.781, 4.907], [4.010, -1.928, 4.656], [6.083, -0.999, 3.696], [5.964, 0.788, 1.971], [3.745, 1.514, 1.118], [-2.265, -0.787, 1.844], [-1.632, -1.575, 0.244], [-3.198, -2.395, -0.461], [-0.730, -3.035, 1.014], [-0.929, -0.242, -0.965], [-0.418, -0.771, -2.767], [-0.624, 0.678, -4.003], [1.293, -1.322, -3.386], [-1.511, -2.174, -3.403], [-2.426, 0.846, -1.250], [-3.685, 0.369, -2.596], [-3.584, 1.371, 0.145], [-1.683, 2.501, -1.778], [-2.401, 3.548, -2.363], [-1.738, 4.682, -2.783], [-0.361, 4.743, -2.615], [0.280, 3.680, -2.009], [-0.363, 2.587, -1.585], [-3.251, -1.212, 2.062], [-2.349, 0.292, 1.883], [-1.590, -1.080, 2.647], [-3.480, -3.169, 0.261], [-3.065, -2.873, -1.428], [-4.034, -1.694, -0.520], [-1.372, -3.303, 1.862], [0.243, -2.760, 1.427], [-0.639, -3.896, 0.360], [0.247, 1.333, -3.908], [-1.518, 1.294, -3.969], [-0.578, 0.215, -4.994], [2.130, -0.940, -2.809], [1.375, -0.906, -4.396], [1.353, -2.406, -3.456], [-2.584, -1.980, -3.389], [-1.294, -3.088, -2.843], [-1.214, -2.356, -4.442], [-4.217, -0.546, -2.336], [-3.263, 0.236, -3.590], [-4.427, 1.173, -2.644], [-4.182, 0.554, 0.551], [-4.267, 2.098, -0.309], [-3.069, 1.872, 0.964], [-3.472, 3.451, -2.495], [-2.276, 5.503, -3.245], [0.212, 5.599, -2.946], [1.352, 3.671, -1.854], [2.667, 1.491, -1.558], [0.781, 2.879, 0.893], [1.705, 2.954, 1.478], [0.733, 3.760, 0.259], [4.183, -2.141, 0.287], [3.133, -2.954, -0.304], [3.351, -4.255, -0.642], [2.397, -5.007, -1.211], [1.089, -4.406, -1.475], [0.150, -5.078, -1.917], [0.947, -3.075, -1.194], [1.899, -2.376, -0.607], [1.774, -1.160, -0.305], [4.960, -2.801, 0.670], [3.775, -1.563, 1.106], [4.602, -1.449, -0.446], [4.338, -4.633, -0.403], [2.566, -6.045, -1.456]], "energy_ev": -137617.2920, "homo_lumo_gap_ev": 4.2208, "lumo_energy_ha": 0.157, "relative_energy_kcal_mol": 0.00, "total_charge": -2}